C2H2O2 | wB97M-V/def2-TZVPD

Calculated values
**Charge**: 0
**SMILES**: C#COO
**Frontier orbital gap**: 0.34037 Ha
**Molar mass**: 58.04 g/mol
**ΔE to the lowest compared entry with this formula, charge and spin**: 119.40 kcal per mole
**HOMO level**: -0.34748 Ha

Last column: Mulliken charge in e.
Element x y z (Å)
C: -1.1503 0.9827 0.6338  -0.32
C: -0.0728 0.3138 0.3770  0.14
O: 1.0794 -0.1971 0.2149  -0.25
O: 1.4097 -1.2258 -0.8059  -0.26
H: -1.9283 1.7094 0.7804  0.37
H: 0.6623 -1.5830 -1.2000  0.31

---

C2H2O2PS | wB97M-V/def2-TZVPD

Calculated values
**Charge**: -1
**Frontier orbital gap**: 0.27632 Ha
**Molar mass**: 121.08 g/mol
**ΔE to the lowest compared entry with this formula, charge and spin**: 4.24 kcal per mole
**HOMO level**: -0.13435 Ha

Last column: Mulliken charge in e.
Element x y z (Å)
C: -0.8291 0.4255 -2.0393  0.57
C: -0.1133 0.2093 -0.0578  -0.89
O: -1.2924 1.4850 -2.2559  -0.45
O: -0.5854 -0.6590 -2.4452  -0.45
P: -0.4455 1.8492 0.3767  -0.03
S: -2.2444 1.9162 1.1517  -0.50
H: 0.9242 0.0037 -0.2830  0.39
H: -0.6863 -0.5924 0.3797  0.35